Formula: C42H30Cl2N7O5Rb
Source: the Open Molecules 2025 dataset
Level of theory: the ωB97M-V functional and the def2-TZVPD basis

The geometry in XYZ format:
```
87
Properties=species:S:1:pos:R:3:forces:R:3:lowdin_charge:R:1
O -2.350925 0.138648 -0.190493 0.3279 -0.2383 0.1444 -0.139
H -5.195025 -2.287852 -2.762793 -0.0219 -0.0870 -0.0186 0.085
C -2.168825 0.034548 -4.071893 -0.0644 -0.0149 -0.0802 -0.068
C -0.925925 -1.634552 3.249507 -0.2270 -0.0944 0.7783 -0.196
H 2.795175 3.868348 4.749907 0.0147 -0.0207 -0.0064 0.098
H -2.949325 -3.425352 2.803507 -0.0533 0.0683 -0.0011 0.101
C 5.675975 -2.254452 -2.571793 0.1333 0.1134 0.1990 -0.713
C 0.493275 1.657748 3.629207 0.4913 0.6760 0.2074 -0.238
C -4.377725 -0.337052 -1.236893 -0.0886 -0.4766 -0.0674 0.034
N 0.252075 2.155748 2.422207 -0.3207 -0.4534 0.0816 0.099
C 5.803175 2.465848 1.075007 -0.0796 -0.0129 0.0388 -0.087
H -4.116225 -1.383052 -1.141793 -0.0354 -0.0233 -0.0021 0.105
H -6.912825 -2.533352 -3.177093 0.0496 -0.0028 0.0740 0.081
C 5.036275 1.415348 1.535907 -0.0332 0.0496 -0.0008 -0.023
C -3.677125 1.989748 -0.897793 0.1645 -0.5731 0.0378 -0.130
C -1.260125 0.469048 -3.115393 -0.4890 0.1175 -0.2693 -0.147
C 2.077575 3.387548 4.095607 -0.0317 0.0942 -0.1428 -0.076
C 0.133075 -1.291252 -3.485793 -0.2453 -0.2261 -0.4779 -0.197
N -0.182825 -2.494252 1.151107 0.1529 0.4542 0.3846 0.099
H -3.374425 5.007848 -0.805393 -0.0567 0.0866 -0.0342 0.073
H 5.983975 3.935248 -0.490293 -0.0254 0.0318 -0.0654 0.086
N -0.143425 -0.169852 -2.830193 0.2712 -0.0868 0.1244 0.077
C -1.385725 -4.110852 -0.107993 -0.0677 -0.0128 0.1408 -0.046
C -1.112425 -2.535952 2.096007 -0.4076 -0.6219 -0.2993 -0.225
O -1.492625 2.835848 -0.516193 -0.0391 -0.0099 0.1124 0.013
C 4.249175 2.680848 -0.712193 0.2454 0.3627 -0.1550 -0.146
H -2.544625 -1.481952 -5.555793 0.0063 -0.0014 0.0459 0.092
C -0.582525 0.123548 5.302407 0.1056 0.0919 -0.2904 -0.018
C -2.352425 -4.179152 0.882507 0.0900 -0.0369 -0.0980 -0.080
C 3.871175 -1.415752 -0.587993 0.7955 -0.2476 -0.5526 -0.252
H -0.468825 0.855348 6.089707 0.0652 0.0700 -0.0171 0.101
C 6.142775 -1.883652 -1.326593 0.0407 -0.0298 -0.1880 -0.716
H 3.894675 3.162348 -1.616993 0.0086 0.0887 -0.0355 0.102
C -3.373625 0.575448 -0.744393 -0.3490 0.2517 0.0280 -0.423
O -6.509725 -0.746952 -2.361193 0.2302 0.6687 0.2212 -0.110
Cl 6.776175 -2.796252 -3.812993 0.1062 -0.0631 -0.1946 0.576
N 2.102075 -1.481452 -2.199593 -1.0854 0.5563 0.1913 0.101
O 1.639075 -3.091552 -3.803793 -0.0412 -0.1944 -0.3992 -0.046
Rb 0.428975 0.218048 0.086707 -0.2076 0.1109 -0.3462 0.874
C -2.707225 2.978148 -0.478893 0.1925 0.6211 0.0876 -0.411
H 1.552675 1.857348 5.502807 0.0326 -0.0835 -0.0208 0.104
C 1.406875 -2.041552 -3.170993 0.6557 -0.0819 0.6381 -0.523
H -6.391125 -2.612952 -1.474393 0.1224 0.0031 -0.0527 0.090
C -1.141725 -1.111452 5.572807 -0.0119 -0.0492 -0.0284 -0.077
C 0.911975 3.221948 2.025907 0.2628 0.5279 -0.0302 -0.139
C -2.211825 -3.394152 2.013107 0.1640 0.1833 0.0933 -0.022
H -0.404925 -2.688952 -5.008493 0.0595 -0.0177 0.0556 0.100
C -4.907925 2.371048 -1.435193 -0.0298 -0.1093 -0.0394 -0.074
H 6.695275 2.779948 1.606207 -0.0009 -0.0304 -0.0163 0.094
C 3.079275 -0.171052 1.261407 1.2173 -0.1655 -0.6172 -0.648
C 4.323075 -2.189452 -2.851193 -0.1989 0.0177 0.0880 -0.054
N -0.397925 -0.451452 3.000807 0.0827 0.1221 -0.3952 0.179
H -2.542325 4.745048 0.733407 0.0794 -0.0132 -0.0678 0.070
C -5.831325 1.461848 -1.887193 -0.3911 0.1200 -0.1793 -0.067
C 1.382375 2.271048 4.518507 -0.2231 -0.1554 -0.1399 -0.019
H 5.614375 -1.244552 0.640807 0.0287 -0.0439 0.0130 0.101
C 1.853875 3.873148 2.815707 -0.0058 -0.0746 0.1115 -0.058
C -0.303725 -3.257352 0.087007 -0.1136 -0.4514 -0.3650 -0.112
C 5.246375 -1.488552 -0.346593 -0.1840 0.0358 -0.1069 -0.070
C -0.700725 -1.786352 -4.492693 0.1177 -0.1174 0.1052 -0.024
H -5.127925 3.424348 -1.566593 -0.0285 0.0621 0.1039 0.100
C -5.543225 0.085548 -1.802593 -0.1381 -0.0659 -0.1834 -0.291
C -1.297225 -2.023552 4.544707 0.0179 0.1687 -0.2033 -0.016
H 0.660875 3.580948 1.034607 0.0344 0.0307 -0.1043 0.105
H 5.293175 0.884848 2.441707 -0.0260 -0.0695 0.0383 0.114
H -4.215125 4.190348 0.531107 -0.1399 0.0606 -0.0143 0.068
C 3.391375 -1.741552 -1.902293 0.8165 -0.2600 -0.0771 -0.224
C -1.872625 -1.118152 -4.784193 -0.0416 0.1599 0.0443 -0.089
Cl 7.847475 -1.889152 -0.958393 0.2227 -0.0369 0.1143 0.571
H -1.446925 1.363048 -2.540693 -0.1060 0.1810 0.1081 0.090
C -3.259125 4.319848 0.032607 0.1989 -0.2131 0.0014 -0.027
H -3.208425 -4.835152 0.777807 -0.0099 0.0032 -0.0207 0.097
H 0.504375 -3.197952 -0.631793 0.0567 0.0982 -0.1539 0.112
C -0.191025 0.404748 3.985507 -0.3231 -0.4394 0.6894 -0.207
H 3.968475 -2.464952 -3.832593 -0.0407 -0.0523 -0.0111 0.096
H -1.454725 -1.360652 6.579807 0.0241 -0.0204 0.0103 0.097
H -3.089225 0.573448 -4.240193 -0.0732 0.1275 0.0253 0.096
C 3.909875 1.023148 0.807707 0.1842 0.1069 0.5171 -0.214
H -6.765025 1.781148 -2.323893 -0.0879 0.0106 -0.1079 0.089
H -1.462525 -4.707052 -1.004393 0.0447 -0.0108 -0.0999 0.101
C 5.405775 3.115148 -0.086093 0.0516 0.0720 -0.0141 -0.091
O 2.522275 -0.077552 2.366407 -0.4079 0.3422 0.6778 -0.047
N 3.517475 1.668148 -0.283293 -0.3917 -0.3008 -0.0715 0.140
H -1.697725 -3.007552 4.740507 -0.0128 -0.0661 -0.0622 0.101
H 2.397475 4.730548 2.443607 -0.0145 0.0087 -0.0725 0.096
N 3.013675 -1.170552 0.431007 -1.0471 -0.3265 0.6175 0.090
C -6.224225 -2.115752 -2.438893 0.0519 -0.1724 0.0474 -0.117
```
Positions in Å, forces in eV/Å.

The gap between HOMO and LUMO comes out at 4.79 eV. As for the largest force on an atom: 1.37 eV Å⁻¹. As for the charge: -2. The value obtained for the energy relative to the best compared isomer or geometry (same formula, charge and spin) is 16.42 kcal per mole.